# C8H5F3N7O5

A 2-piece molecular cluster, C8H5F3N7O5 overall at a distorted geometry (wB97M-V/def2-TZVPD, OMol25).

- HOMO energy (eV) = -5.30
- charge = -1
- HOMO-LUMO gap (eV) = 6.885
- calculated total energy (Ha) = -1366.7639
- ΔE to the lowest compared entry with this formula, charge and spin (eV) = 0.000
- spin multiplicity = 1

Geometry (Å):
C  -2.12130  0.09852  -0.54251
N  -1.27238  -0.50206  0.49691
C  -1.87554  -0.49828  1.73002
C  -2.86302  -1.71855  2.10886
F  -4.15783  -1.27650  2.02454
F  -2.77327  -2.78944  1.28574
F  -2.70156  -2.15893  3.39148
O  -1.80494  0.33926  2.64043
H  -3.09985  -0.40578  -0.74341
H  -2.32414  1.15367  -0.27106
H  -1.55241  0.09777  -1.49151
O  2.60505  2.44164  -3.37369
N  2.65139  1.26507  -2.96977
O  3.14786  0.32450  -3.64091
C  2.11787  0.87942  -1.66218
C  2.07994  -0.45717  -1.25847
C  1.42045  -0.81654  -0.06466
N  1.34352  -2.15733  0.46572
O  1.93393  -3.10718  -0.09653
O  0.65057  -2.28558  1.50623
C  0.75251  0.14260  0.72245
N  0.94297  1.45057  0.37433
N  0.34052  2.53065  0.97292
N  0.58982  3.54822  0.18621
N  1.38602  3.21897  -0.85039
C  1.56663  1.88029  -0.79259
H  2.49625  -1.20763  -1.92933
H  0.52096  0.00981  1.78116

Partial atomic charges computed with the Mulliken method, in multiples of e: C -1.041; N -0.078; C 0.333; C 0.728; F -0.264; F -0.257; F -0.272; O -0.618; H 0.264; H 0.367; H 0.289; O -0.565; N 0.902; O -0.641; C -0.239; C -0.366; C -0.174; N 1.005; O -0.676; O -0.594; C -0.156; N 0.582; N -0.465; N -0.591; N -0.379; C 0.629; H 0.550; H 0.726


# C41H55BClN8O2ReS5

C41H55BClN8O2ReS5 as an isolated structure (wB97M-V/def2-TZVPD, OMol25).

- HOMO energy (spin up / spin down) (eV) = -9.13 / -9.14
- charge = +1
- HOMO-LUMO gap (spin up / spin down) (eV) = 5.444 / 5.217
- calculated total energy (Ha) = -4738.1730
- ΔE to the lowest compared entry with this formula, charge and spin (eV) = 0.000
- spin multiplicity = 2

Geometry (Å):
Re  -1.43420  -0.25679  0.89484
C  -4.20666  -1.54989  -2.55078
C  -3.91243  -0.48054  -3.59818
C  -4.83923  0.72570  -3.45274
C  -4.12219  -1.10073  -4.97778
N  -2.48741  -0.01145  -3.49389
C  -1.61955  0.05043  -4.57021
C  -0.49829  0.66090  -4.14869
N  -0.65563  0.98723  -2.82182
B  0.43086  1.88150  -2.13351
N  -0.29928  2.98230  -1.27351
C  -0.71445  4.12076  -1.92289
C  -1.40449  4.88153  -1.05047
N  -1.42262  4.20850  0.15372
C  -0.76513  3.04271  -0.01374
S  -0.37145  1.88563  1.23747
C  -2.03380  4.75487  1.41661
C  -0.92052  4.99501  2.43444
C  -2.70945  6.08560  1.09860
C  -3.08561  3.78210  1.93715
N  1.54150  1.16329  -1.33484
C  2.35104  1.90683  -0.49113
C  3.44625  1.18758  -0.21011
N  3.34357  -0.01516  -0.89082
C  2.17959  -0.01403  -1.60745
S  1.64672  -1.21858  -2.67353
C  4.36628  -1.10289  -0.83359
C  5.47214  -0.70107  0.13935
C  4.98517  -1.28782  -2.21888
C  3.73943  -2.40180  -0.32060
C  -1.87591  0.58005  -2.43849
S  -2.61965  0.91252  -0.89980
H  -5.24437  -1.86438  -2.66852
H  -4.07852  -1.18228  -1.53616
H  -3.56714  -2.42121  -2.70143
H  -5.86786  0.40956  -3.62870
H  -4.58604  1.49063  -4.18875
H  -4.78351  1.16008  -2.45716
H  -5.13852  -1.49002  -5.01610
H  -3.44044  -1.93310  -5.15613
H  -4.02012  -0.36912  -5.77946
H  -1.85367  -0.35751  -5.53274
H  0.41812  0.86233  -4.66977
H  0.93785  2.48620  -3.04232
H  -0.46996  4.29540  -2.95484
H  -1.86422  5.83935  -1.18964
H  -0.17116  5.67791  2.03111
H  -0.43322  4.06735  2.72850
H  -1.34994  5.44747  3.32833
H  -1.99959  6.84071  0.75948
H  -3.16217  6.45190  2.01843
H  -3.50470  5.97370  0.36088
H  -2.65126  2.84585  2.27352
H  -3.82420  3.56102  1.16538
H  -3.59738  4.24115  2.78343
H  2.09132  2.89916  -0.17059
H  4.28653  1.44346  0.40400
H  6.00622  0.19116  -0.18904
H  6.19324  -1.51678  0.18208
H  5.08794  -0.54129  1.14840
H  5.43929  -0.35431  -2.55548
H  4.23642  -1.59444  -2.94426
H  5.76462  -2.04951  -2.16736
H  3.38423  -2.27285  0.70280
H  4.50073  -3.18423  -0.33708
H  2.90249  -2.70090  -0.94750
S  -1.35145  -1.95837  -0.64706
C  -0.53356  -3.20216  0.20967
N  0.25989  -4.07569  -0.40407
C  1.07612  -4.97344  0.40389
C  0.25551  -5.51174  1.55005
N  -0.35943  -4.40910  2.28032
C  -0.59531  -4.64891  3.70460
C  0.70419  -4.66001  4.47205
C  1.57777  -3.58352  4.34755
C  2.77510  -3.57218  5.04288
C  3.10704  -4.63749  5.87189
C  2.23885  -5.70988  6.00004
C  1.03982  -5.72278  5.29798
C  -0.76077  -3.30763  1.63817
S  -1.64204  -2.06844  2.41027
C  0.35062  -4.22288  -1.85991
C  -0.36012  -5.47887  -2.30436
C  0.31316  -6.44751  -3.03521
C  -0.34414  -7.60109  -3.44590
C  -1.67721  -7.79238  -3.12198
C  -2.35718  -6.82654  -2.38869
C  -1.70235  -5.67500  -1.98377
H  1.95286  -4.42619  0.76410
H  1.40795  -5.79519  -0.22826
H  0.89884  -6.05149  2.24505
H  -0.51860  -6.19486  1.18564
H  -1.11462  -5.60481  3.80443
H  -1.25908  -3.87572  4.08577
H  1.30894  -2.75283  3.70355
H  3.45094  -2.73179  4.94610
H  4.04116  -4.62914  6.41739
H  2.49415  -6.54065  6.64418
H  0.36389  -6.56441  5.39660
H  1.40722  -4.24975  -2.12846
H  -0.05922  -3.32920  -2.32275
H  1.35596  -6.29825  -3.29067
H  0.18901  -8.34978  -4.01672
H  -2.18892  -8.69126  -3.43905
H  -3.40000  -6.97073  -2.13778
H  -2.24019  -4.92210  -1.41674
C  2.23392  -0.17153  3.22591
O  0.81445  -0.14877  2.97493
C  0.45733  -0.49817  1.74217
O  1.22012  -0.96982  0.92817
H  2.34602  0.07575  4.27636
H  2.72369  0.56862  2.59356
H  2.64751  -1.15616  3.01223
Cl  -3.45882  0.25583  1.92977

Atom charges from the Mulliken analysis, given in e for atoms 1 to 99: Re 0.019; C -1.380; C 1.245; C -1.592; C -2.198; N 0.646; C -0.541; C -1.264; N 1.222; B 0.015; N 0.406; C -1.517; C -0.401; N 0.592; C -0.048; S -0.181; C 1.190; C -1.514; C -2.250; C -1.279; N 0.943; C -1.604; C -0.468; N 0.731; C 0.116; S -0.363; C 1.187; C -2.079; C -1.729; C -1.076; C -0.494; S -0.038; H 0.555; H 0.261; H 0.249; H 0.491; H 0.381; H 0.303; H 0.467; H 0.442; H 0.500; H 0.608; H 0.630; H -0.194; H 0.685; H 0.610; H 0.383; H 0.283; H 0.491; H 0.505; H 0.448; H 0.471; H 0.144; H 0.334; H 0.531; H 0.811; H 0.591; H 0.496; H 0.447; H 0.365; H 0.413; H 0.308; H 0.471; H -0.038; H 0.706; H -0.031; S 0.762; C -0.864; N 0.904; C -0.816; C -0.758; N 0.274; C -1.424; C 0.273; C 0.232; C -0.652; C -0.485; C -0.679; C -0.351; C 0.607; S -0.629; C -1.314; C 0.386; C -0.172; C -0.703; C -0.408; C -0.974; C -0.219; H 0.106; H 0.546; H 0.552; H 0.271; H 0.470; H 0.493; H 0.476; H 0.430; H 0.400; H 0.388; H 0.390